[1]
ORCA calculation (ωB97M-V with the def2-TZVPD basis set) on a cluster of 3 separate species, C28H58BBr2N7O7P2 in total in a non-equilibrium geometry.

XYZ file:
```
105
Properties=species:S:1:pos:R:3:lowdin_charge:R:1
C 3.3753 -4.1713 0.4376 -0.19
C 3.2443 -3.3006 -0.9447 -0.26
C 3.0492 -1.7258 -0.6963 -0.52
Br 4.2781 -1.2703 0.8455 0.73
C 1.5326 -1.2495 -0.4535 -0.40
N 0.7278 -2.2396 0.3613 0.07
C 1.4237 0.1365 0.3928 -0.07
C 2.2700 1.3338 -0.2401 -0.30
O 2.6824 1.4170 -1.4239 0.04
C 2.6695 2.5282 0.7818 -0.10
C 1.6274 3.6164 1.1379 -0.03
C 1.9608 4.7443 2.1448 -0.05
C 3.3766 4.7783 2.8278 -0.06
C 4.4600 3.6921 2.4651 -0.06
C 4.0983 2.5622 1.4434 -0.02
C 0.6986 -1.0925 -1.8456 -0.14
O 0.9702 -2.1670 -2.7937 -0.16
C 0.8883 -1.7264 -4.1614 -0.19
C 2.1808 -0.9287 -4.6801 -0.13
C 3.4391 -1.8853 -4.9790 -0.69
O 3.3167 -3.0977 -5.2950 -0.03
Br 5.2343 -1.0213 -4.8271 0.63
B -0.9401 -1.1153 -1.5953 -0.46
O -1.7287 -2.3061 -1.5093 0.12
O -1.5737 0.1884 -1.4923 0.08
H 2.8948 -5.2022 0.2076 0.08
H 4.4660 -4.3963 0.7049 0.07
H 2.7669 -3.7266 1.2937 0.04
H 2.4178 -3.8058 -1.5434 0.10
H 4.2763 -3.4186 -1.4558 0.12
H 3.4316 -1.1548 -1.6276 0.10
H 1.1181 -2.3370 1.3075 0.08
H 0.6462 -3.1383 -0.1305 0.09
H 1.7838 -0.0005 1.4847 0.12
H 0.3398 0.5093 0.4856 0.13
H 0.5964 3.5615 0.6604 0.10
H 1.1378 5.5013 2.3772 0.08
H 3.6185 5.6010 3.5975 0.08
H 5.4769 3.7554 2.9897 0.09
H 4.8833 1.7537 1.1966 0.07
H 0.9090 -0.1037 -2.3789 0.14
H 0.8196 -2.6866 -4.8049 0.13
H -0.0366 -1.1069 -4.4211 0.14
H 2.4231 -0.0456 -3.9961 0.11
H 1.8902 -0.4742 -5.7055 0.14
H -1.1929 -3.0805 -1.2391 0.09
H -1.6674 0.4378 -0.5450 0.10
C -3.7411 -4.9890 -5.1520 -0.12
N -2.3247 -5.2807 -4.9688 -0.35
C -1.7822 -4.3387 -3.9867 -0.15
P -1.7637 -6.8886 -4.6991 0.75
O -2.6048 -7.0644 -3.4194 -0.32
N -2.5964 -8.0559 -5.6205 -0.33
C -3.4459 -7.7879 -6.7619 -0.14
C -3.0766 -9.2413 -4.9171 -0.15
N -0.7265 -6.7190 -6.1434 -0.29
C 0.5850 -7.3366 -5.9025 -0.15
C -0.5407 -5.4971 -6.9190 -0.13
H -3.9058 -3.9096 -5.2434 0.08
H -4.3606 -5.3596 -4.3293 0.09
H -4.1124 -5.3998 -6.0896 0.05
H -0.7068 -4.5068 -3.8516 0.07
H -2.2651 -4.4454 -3.0098 0.08
H -1.8993 -3.3052 -4.3265 0.08
H -4.4676 -7.5388 -6.4529 0.08
H -3.5032 -8.6681 -7.4123 0.08
H -3.0615 -6.9838 -7.3909 0.07
H -4.0253 -9.0480 -4.4023 0.08
H -2.3429 -9.5716 -4.1768 0.07
H -3.2194 -10.0810 -5.6045 0.08
H 1.1877 -6.7280 -5.2205 0.08
H 1.1388 -7.4789 -6.8348 0.08
H 0.4613 -8.3276 -5.4529 0.08
H -0.0397 -4.7109 -6.3438 0.07
H -1.4866 -5.1135 -7.3045 0.08
H 0.0700 -5.7003 -7.8061 0.09
C 0.4437 5.6669 7.2197 -0.12
N 0.0925 7.0587 6.9646 -0.36
C 1.3229 7.8002 6.6761 -0.15
P -1.1848 7.4815 5.8862 0.74
O -0.5253 6.7757 4.6851 -0.33
N -2.5251 6.4345 5.9932 -0.33
C -2.7839 5.4940 7.0634 -0.13
C -3.0676 5.9167 4.7410 -0.15
N -1.9660 8.3609 7.2303 -0.29
C -2.5449 9.6211 6.7443 -0.15
C -1.3890 8.5818 8.5522 -0.13
H 1.3179 5.6020 7.8770 0.08
H 0.6643 5.1101 6.3035 0.08
H -0.3449 5.1530 7.7669 0.05
H 1.0995 8.8611 6.5146 0.07
H 1.8260 7.4218 5.7794 0.07
H 2.0185 7.7488 7.5192 0.08
H -2.2608 4.5449 6.8996 0.08
H -3.8553 5.2733 7.1290 0.08
H -2.5055 5.8861 8.0425 0.07
H -2.4921 5.0569 4.3772 0.08
H -3.0571 6.6910 3.9690 0.07
H -4.1123 5.6115 4.8562 0.08
H -1.7628 10.3558 6.5269 0.08
H -3.2420 10.0487 7.4704 0.08
H -3.1125 9.4482 5.8238 0.08
H -0.5010 9.2219 8.5173 0.08
H -1.1361 7.6427 9.0465 0.07
H -2.1211 9.0645 9.2096 0.09
```

SMILES: CC[C@H](Br)[C@@](N)(CC(=O)c1ccccc1)[C@@H](OCCC(=O)Br)B(O)O.CN(C)P(=O)(N(C)C)N(C)C.CN(C)P(=O)(N(C)C)N(C)C

[2]
ORCA calculation (ωB97M-V with the def2-TZVPD basis set) on the molecule C9H9NS in a non-equilibrium geometry.

XYZ file:
```
20
Properties=species:S:1:pos:R:3:nbo_charge:R:1
C 2.0512 0.9510 -2.1219 -0.63
C 1.8767 0.4262 -0.7187 -0.14
C 3.1611 0.3250 -0.1684 0.25
N 4.2726 0.0640 -0.0605 -0.32
C 0.7639 0.0717 0.0460 0.04
C 1.0643 -0.2504 1.5036 -0.67
C -0.6130 0.2572 -0.1298 -0.25
C -1.3056 0.7301 -1.2500 -0.21
C -2.6576 0.8729 -0.9906 -0.26
C -2.9556 0.6018 0.3134 -0.43
S -1.6659 0.1539 1.2734 0.50
H 2.8952 1.6936 -2.1797 0.24
H 2.1818 -0.0090 -2.6747 0.24
H 1.2373 1.4614 -2.6450 0.22
H 0.3075 -0.9462 2.0266 0.23
H 1.1673 0.7261 2.0293 0.24
H 1.9841 -0.9860 1.5726 0.25
H -0.9986 0.9441 -2.2951 0.23
H -3.3900 1.0373 -1.7604 0.23
H -3.9352 0.7376 0.7783 0.24
```

SMILES: C/C(C#N)=C(/C)c1cccs1
Energy above the lowest of the compared OMol25 structures with the same formula, charge and spin, kcal per mole: 43.6

[3]
ORCA calculation (ωB97M-V with the def2-TZVPD basis set) on the molecule C3H5ClN2O2 in a non-equilibrium geometry.

XYZ file:
```
13
Properties=species:S:1:pos:R:3:nbo_charge:R:1
H 0.2412 2.6856 0.1546 0.38
N 0.5662 1.7088 0.0224 -0.61
C -0.0487 0.6064 0.1533 0.28
C 0.6929 -0.6044 -0.0016 -0.67
C -1.6190 0.4861 0.2086 -0.16
Cl -2.5513 1.6757 1.2443 -0.02
N -2.1353 0.6866 -1.1630 0.52
O -1.8082 -0.1886 -1.9334 -0.40
O -2.6265 1.6851 -1.5004 -0.31
H 0.0669 -1.2725 -0.5647 0.24
H 0.8131 -1.0296 1.1117 0.23
H 1.7357 -0.4278 -0.3777 0.26
H -2.0266 -0.4719 0.5859 0.26
```

SMILES: [H]/N=C(/C)[C@@H](Cl)[N+](=O)[O-]
Energy above the lowest of the compared OMol25 structures with the same formula, charge and spin, kcal per mole: 119.3

[4]
ORCA calculation (ωB97M-V with the def2-TZVPD basis set) on a structure of composition C5H9BiO4 in a non-equilibrium geometry.

XYZ file:
```
19
Properties=species:S:1:pos:R:3:lowdin_spin:R:1
O 1.8653 1.3409 0.1923 0.14
C 2.9607 0.8341 -0.1828 0.16
C 3.0107 -0.4677 -0.7819 0.59
H 3.8994 1.3271 0.1107 0.01
H 3.8097 -1.1517 -0.4899 0.03
H 2.4568 -0.5907 -1.7236 0.02
O 0.7376 -1.4224 -0.0276 0.04
O -1.4910 1.4006 -0.3127 0.00
C -2.6717 0.6748 -0.2829 0.00
C -2.4162 -0.8206 -0.4632 0.00
O -1.4554 -1.2115 0.5211 0.00
C -0.4132 -2.1366 0.1241 0.00
Bi 0.0379 0.4271 0.3211 0.00
H -3.3748 0.9831 -1.0816 0.00
H -3.2095 0.8149 0.6774 0.00
H -2.0020 -1.0091 -1.4693 0.00
H -3.3377 -1.4121 -0.3421 0.00
H -0.3395 -2.8563 0.9576 0.00
H -0.7330 -2.6619 -0.7955 0.00
```

Spin multiplicity: 2
Charge: +1

[5]
ORCA calculation (ωB97M-V with the def2-TZVPD basis set) on a structure of composition C22H32BCl3N12OSiTi in a non-equilibrium geometry.

XYZ file:
```
73
Properties=species:S:1:pos:R:3:lowdin_spin:R:1
Ti 0.3960 -0.6503 0.3377 0.88
C 1.2980 -4.6087 -0.7734 0.00
C 0.5944 -3.6787 -0.0187 0.00
N 0.9417 -2.4409 -0.3819 0.01
N 1.8716 -2.5524 -1.3664 0.01
C 2.0935 -3.8535 -1.6124 0.00
B 2.3979 -1.2140 -1.9667 0.00
N 1.1078 -0.4877 -2.4480 0.00
C 0.6910 -0.3650 -3.7204 0.01
C -0.6705 -0.1419 -3.7168 0.01
C -1.0260 -0.1430 -2.3742 0.01
N 0.0582 -0.3297 -1.6097 0.00
N 3.0339 -0.4339 -0.7919 0.00
C 4.3139 -0.0704 -0.6275 0.00
C 4.4390 0.5333 0.6106 0.00
C 3.1618 0.4953 1.1584 0.00
N 2.3202 -0.0930 0.3020 0.00
N 3.3962 -1.2760 -3.0912 0.00
C 4.2462 -2.2308 -3.5557 0.00
C 5.0158 -1.6726 -4.5407 0.00
C 4.5758 -0.3368 -4.6098 0.00
N 3.6117 -0.1052 -3.7414 0.00
H 1.2430 -5.6803 -0.7124 0.00
H -0.1292 -3.8514 0.7599 0.00
H 2.7876 -4.1967 -2.3560 0.00
H 1.3868 -0.4162 -4.5370 0.00
H -1.3137 -0.0031 -4.5667 0.00
H -2.0125 -0.0523 -1.9550 0.00
H 5.0520 -0.2589 -1.3879 0.00
H 5.3340 0.9308 1.0528 0.00
H 2.8218 0.8522 2.1162 0.00
H 4.2701 -3.2254 -3.1503 0.00
H 5.7788 -2.1492 -5.1292 0.00
H 4.9201 0.4562 -5.2524 0.00
C -0.8487 4.0356 3.5464 0.00
N -0.7622 2.6490 3.1364 0.00
C -1.7966 1.7605 3.6410 0.00
C 0.2205 2.2012 2.3706 0.00
O 0.3645 1.0278 2.0176 0.01
H -1.8385 4.4344 3.3183 0.00
H -0.0991 4.6320 3.0291 0.00
H -0.6849 4.1238 4.6215 0.00
H -1.8704 1.8556 4.7238 0.00
H -1.5399 0.7311 3.3920 0.00
H -2.7614 2.0249 3.1975 0.00
H 0.9315 2.9832 2.0627 0.00
C -3.1651 3.1500 -0.0623 0.00
C -1.8551 2.7117 -0.6926 0.00
N -1.3711 1.5629 0.0494 0.02
C -2.1889 0.5349 0.4313 0.00
N -1.6086 -0.5932 0.7887 0.00
C -2.4490 -1.6729 1.3003 0.00
C -3.8059 -1.6638 0.6111 0.00
C -4.4484 -0.3055 0.8285 0.00
N -3.5152 0.7679 0.4842 0.00
C -4.1263 1.9736 -0.0709 0.00
H -3.5949 3.9829 -0.6158 0.00
H -2.9922 3.4735 0.9659 0.00
H -1.1036 3.4980 -0.6262 0.00
H -2.0076 2.4782 -1.7539 0.00
H -0.4271 1.2338 -0.1557 0.01
H -2.5726 -1.5660 2.3833 0.00
H -1.9443 -2.6199 1.1147 0.00
H -4.4544 -2.4435 1.0061 0.00
H -3.6604 -1.8373 -0.4591 0.00
H -4.7585 -0.1904 1.8715 0.00
H -5.3343 -0.2021 0.2000 0.00
H -5.0054 2.2044 0.5326 0.00
H -4.4678 1.7769 -1.0940 0.00
Cl 0.8607 -2.8377 5.5723 0.00
Si 0.2788 -1.2267 4.4587 0.00
Cl 0.9179 -1.7515 2.5230 0.01
Cl 1.4776 0.3529 5.0080 0.00
```

Spin multiplicity: 2
Energy above the lowest of the compared OMol25 structures with the same formula, charge and spin, kcal per mole: 81.6
Charge: +1

[6]
ORCA calculation (ωB97M-V with the def2-TZVPD basis set) on a structure of composition C9H12F9Na4O15S3 in a non-equilibrium geometry.

XYZ file:
```
52
Properties=species:S:1:pos:R:3:nbo_charge:R:1
Na -1.3754 -0.1627 -3.7259 0.99
Na -0.1892 2.0530 2.3899 0.96
Na -2.3393 2.7441 -0.6523 0.97
Na 2.8812 0.0052 0.3967 0.97
C -3.0106 4.6551 3.7999 0.70
F -2.8480 5.7606 4.5349 -0.31
F -2.8596 3.5924 4.5906 -0.32
F -4.2329 4.6365 3.2918 -0.31
S -1.7830 4.6319 2.4568 2.33
O -2.1045 3.3664 1.7769 -1.10
O -2.0546 5.8418 1.7392 -0.95
O -0.4491 4.5645 3.0352 -1.01
C 1.6618 4.7097 -0.7789 0.71
F 0.9144 5.4104 -1.6326 -0.31
F 2.9411 4.8493 -1.1160 -0.31
F 1.4784 5.1720 0.4439 -0.29
S 1.1848 2.9406 -0.8578 2.34
O 2.3650 2.2341 -0.3805 -1.05
O 0.0286 2.8574 0.0368 -1.08
O 0.8190 2.6921 -2.2349 -0.99
C -1.7231 -1.8634 0.4199 0.72
F -1.3492 -2.6894 -0.5658 -0.32
F -3.0510 -1.8211 0.4811 -0.30
F -1.2402 -2.3109 1.5772 -0.30
S -1.0422 -0.1802 0.0988 2.35
O -1.7384 0.7383 0.9712 -1.00
O 0.3622 -0.3339 0.4137 -1.04
O -1.2959 0.1244 -1.3058 -1.08
C 5.7827 -1.3244 3.6612 -0.26
O 4.5777 -1.9708 4.0746 -0.46
C 3.5765 -1.9669 3.2284 1.01
O 3.6349 -1.5657 2.0838 -0.76
O 2.5260 -2.5087 3.8040 -0.47
C 1.3150 -2.4931 3.0622 -0.26
H 5.5548 -0.4110 3.1114 0.19
H 6.4243 -1.9481 3.0432 0.20
H 6.2986 -1.0615 4.5789 0.22
H 1.1617 -1.5571 2.5341 0.19
H 0.5191 -2.6921 3.7735 0.21
H 1.3030 -3.3164 2.3436 0.20
C -0.3337 -4.0550 -6.5176 -0.26
O -1.2977 -4.4192 -5.5040 -0.46
C -1.8608 -3.4393 -4.8558 1.01
O -1.6375 -2.2558 -5.0450 -0.76
O -2.7031 -3.9324 -3.9830 -0.46
C -3.4720 -3.0036 -3.2139 -0.26
H -0.0965 -4.9695 -7.0494 0.22
H 0.5778 -3.6616 -6.0716 0.19
H -0.7614 -3.3323 -7.2077 0.20
H -2.8229 -2.4020 -2.5758 0.17
H -4.1616 -3.5851 -2.6157 0.23
H -4.0554 -2.3464 -3.8636 0.19
```

Charge: +1

Number 1: electronic energy -214069.4638 eV. Number 2: electronic energy -21802.0703 eV. Number 3: electronic energy -22785.4576 eV. Number 4: electronic energy -19348.2401 eV. Number 5: electronic energy -112501.3517 eV. Number 6: electronic energy -114871.6097 eV.